Record 1
95
Properties=species:S:1:pos:R:3 method="wB97M-V/def2-TZVPD" lumo_ev=-4.34 gap_ev=6.9 charge=+1 max_force_ev_per_a=6.2 e_above_lowest_kj_mol=810.6
C 4.9920 3.0253 1.6867
C 5.1297 1.8679 0.5328
C 4.1718 0.5564 0.7388
C 4.5665 -0.6916 -0.3028
C 2.5467 0.8763 0.6454
C 1.6156 0.2535 1.8428
C -0.0008 0.6177 1.6080
N -0.3111 1.4211 0.3797
N 0.4396 1.9390 -0.6211
C 1.9042 1.7247 -0.5885
N 2.7257 2.2955 -1.7644
H 4.3543 3.9569 1.3129
H 6.0872 3.4673 1.8619
H 4.6445 2.6269 2.7411
H 6.2542 1.4722 0.6014
H 5.0427 2.3947 -0.5081
H 4.3894 0.1475 1.8394
H 5.7222 -0.7544 -0.4925
H 4.1255 -1.6879 0.1867
H 3.9607 -0.4904 -1.3087
H 1.9770 -0.3773 2.7596
H -0.8424 0.2369 2.3582
H -1.3577 1.6032 0.2642
H 3.0816 3.2378 -1.4564
H 3.5015 1.6228 -1.9486
C -4.8215 6.7659 1.3815
C -5.5188 5.7809 0.6804
C -5.1076 4.4485 0.7501
C -3.9943 4.1115 1.5323
C -3.2878 5.0994 2.2311
C -3.7069 6.4290 2.1513
N -3.5724 2.7090 1.6301
O -4.2117 1.8670 0.9820
O -2.6042 2.4467 2.3580
H -5.1493 7.8027 1.3285
H -6.3857 6.0516 0.0813
H -5.6617 3.6926 0.1979
H -2.4191 4.8526 2.8379
H -3.1669 7.2028 2.6925
C -8.1759 -1.2241 0.5775
C -7.1340 -0.3210 0.7942
C -7.2796 1.0173 0.4239
C -8.4800 1.4433 -0.1612
C -9.5247 0.5371 -0.3870
C -9.3664 -0.7994 -0.0149
N -8.6488 2.8541 -0.5294
O -7.6945 3.6208 -0.3311
O -9.7365 3.1985 -1.0133
H -8.0598 -2.2655 0.8731
H -6.2087 -0.6599 1.2551
H -6.4584 1.7088 0.5995
H -10.4598 0.8530 -0.8447
H -10.1726 -1.5100 -0.1832
C 3.4701 -6.7469 2.9151
C 4.6855 -6.4935 2.2774
C 5.1056 -5.1784 2.0690
C 4.2992 -4.1199 2.5094
C 3.0750 -4.3714 3.1431
C 2.6641 -5.6907 3.3433
N 4.7472 -2.7356 2.3161
O 5.8272 -2.5540 1.7345
O 4.0224 -1.8282 2.7491
H 3.1494 -7.7741 3.0804
H 5.3075 -7.3219 1.9452
H 6.0555 -4.9975 1.5705
H 2.4369 -3.5593 3.4855
H 1.7168 -5.8963 3.8369
C -3.5478 -5.2581 -2.8987
C -4.7322 -4.7863 -3.4667
C -5.7716 -4.3400 -2.6483
C -5.6117 -4.3664 -1.2560
C -4.4267 -4.8467 -0.6829
C -3.3953 -5.2931 -1.5115
N -6.6908 -3.8748 -0.3910
O -7.7310 -3.4756 -0.9354
O -6.4987 -3.8833 0.8334
H -2.7379 -5.5998 -3.5410
H -4.8441 -4.7635 -4.5486
H -6.6883 -3.9752 -3.1065
H -4.2911 -4.8775 0.3962
H -2.4703 -5.6649 -1.0763
C 9.0243 2.9169 -2.2113
C 8.8612 3.2254 -3.5628
C 8.0733 2.4093 -4.3767
C 7.4466 1.2843 -3.8233
C 7.6148 0.9680 -2.4686
C 8.4075 1.7900 -1.6652
N 6.5964 0.4368 -4.6679
O 6.4879 0.7391 -5.8656
O 6.0328 -0.5296 -4.1345
H 9.6351 3.5594 -1.5794
H 9.3463 4.1046 -3.9814
H 7.9561 2.6634 -5.4280
H 7.1383 0.0951 -2.0272
H 8.5418 1.5546 -0.6117

Record 2
60
Properties=species:S:1:pos:R:3 method="wB97M-V/def2-TZVPD" lumo_ev="-6.27 / -6.26" gap_ev="4.7 / 4.7" charge=+1 max_force_ev_per_a=3.9
O -1.7406 3.9193 -0.5004
H -1.7533 4.8831 -0.6261
Tl -1.0378 1.3323 -0.8648
N -1.1310 2.0099 1.3168
N 1.1288 1.9424 0.0900
N -2.1628 -0.5189 -1.1941
N 0.3411 -0.4679 -1.7731
O -2.1566 1.8535 1.9923
O -3.4214 -0.6831 -0.6156
O 1.6966 -0.4415 -1.9293
O 2.3026 1.5566 -0.2388
C 1.0104 2.9790 0.9766
C -0.2524 3.0416 1.6030
C -1.7258 -1.5631 -1.9203
C -0.3140 -1.5267 -2.2626
C -0.7177 4.0940 2.5232
H -1.5443 4.6647 2.0777
H 0.0894 4.7921 2.7749
H -1.0853 3.6002 3.4308
C 2.1071 3.9632 1.2072
H 2.3763 4.4862 0.2722
H 2.9926 3.4303 1.5856
H 1.8057 4.7149 1.9517
C -2.6101 -2.7088 -2.2567
C 0.3070 -2.6336 -3.0312
H -3.6470 -2.3885 -2.0962
H -2.3905 -3.5658 -1.5927
H -2.4210 -2.9916 -3.3081
H 1.3920 -2.6158 -2.9872
H 0.0091 -2.5705 -4.0799
H -0.0382 -3.6011 -2.6656
H -3.6806 0.2161 -0.3086
H 1.9753 0.2862 -1.2808
C -0.8115 2.5833 -2.5473
H -1.2997 3.5042 -2.1997
H -1.3340 2.0876 -3.3751
H 0.2479 2.7946 -2.7476
O -3.7284 2.4326 -0.4766
H -2.9441 3.1462 -0.3523
H -4.1494 2.5475 -1.3752
C -0.7028 -2.4346 2.8315
P 0.1058 -1.2761 1.6767
C 1.1498 -0.3431 2.8566
C 1.3333 -2.3718 0.9094
C 2.6328 -1.8948 0.6727
C 3.5548 -2.7059 0.0115
C 3.1707 -3.9602 -0.4806
C 1.8560 -4.4076 -0.2912
C 0.9347 -3.6267 0.4065
H -1.3990 -1.8642 3.4631
H 0.0841 -2.8877 3.4397
H -1.2577 -3.2044 2.2784
H 1.6915 -1.0578 3.4904
H 1.8278 0.3536 2.3446
H 0.4666 0.2685 3.4569
H 2.9354 -0.9089 1.0415
H 4.5653 -2.3199 -0.1418
H 3.8949 -4.5672 -1.0307
H 1.5494 -5.3703 -0.7055
H -0.0780 -4.0058 0.5743

Record 3
22
Properties=species:S:1:pos:R:3 method="wB97M-V/def2-TZVPD" lumo_ev=0.81 gap_ev=9.9 max_force_ev_per_a=3.1 e_above_lowest_kj_mol=235.5
C 1.8678 -0.3074 -0.1231
C 1.3778 1.0497 -0.5486
N 0.3453 0.5721 -2.4649
O 2.1391 1.9311 -0.8893
H 0.3955 -0.2694 -3.0325
H 0.9408 1.2989 -2.8514
H 1.9767 -0.3433 0.9550
H 1.1539 -1.0693 -0.4231
H 2.8098 -0.5211 -0.6254
C -1.6012 -1.3077 0.1124
C -1.0224 -0.5254 1.2589
C -0.8464 0.9176 1.0228
C -0.7485 -1.0790 2.4362
C -0.0349 1.5373 0.1582
H -1.5064 1.5292 1.6334
H -1.6560 -2.3686 0.3464
H -2.6061 -0.9477 -0.1142
H -0.9970 -1.1715 -0.7845
H -0.4004 -0.4915 3.2720
H -1.0041 -2.1047 2.6530
H -0.5567 1.0474 -2.1800
H -0.0270 2.6235 0.1886

Record 4
45
Properties=species:S:1:pos:R:3 method="wB97M-V/def2-TZVPD" lumo_ev=-1.39 gap_ev=4.5 max_force_ev_per_a=0.5 e_above_lowest_kj_mol=128.6
Pt -0.4387 -0.0716 0.3356
C -0.2667 -4.2996 1.1736
C -0.7354 -2.9880 1.0250
N 0.0629 -1.9972 0.6672
C 1.3773 -2.2687 0.4342
C 1.9195 -3.5463 0.5579
C 1.0514 -4.5845 0.9419
C 3.3155 -3.7374 0.2776
C 4.1004 -2.7094 -0.1097
C 3.5611 -1.3869 -0.2532
C 4.3051 -0.2717 -0.6787
C 3.6862 0.9454 -0.8063
C 2.3238 1.0605 -0.5009
N 1.6158 0.0306 -0.0867
C 2.2106 -1.1791 0.0278
H -0.9673 -5.0704 1.4602
H -1.7733 -2.7193 1.1769
H 1.4311 -5.5934 1.0430
H 3.7255 -4.7341 0.3780
H 5.1492 -2.8670 -0.3258
H 5.3564 -0.3861 -0.9111
H 4.2279 1.8167 -1.1450
H 1.7832 1.9928 -0.6007
S -2.9333 -2.5031 -4.7492
C -3.1626 -1.5511 -3.4209
S -4.0186 -0.0533 -3.4226
C -3.8323 0.4098 -1.7286
C -3.1314 -0.5049 -1.0032
S -2.6920 -0.3999 0.6906
S -2.5857 -1.9422 -1.8502
S -4.5862 1.8721 -1.2629
C -2.8058 2.7805 1.5333
P -1.2907 3.0771 0.6425
C -1.5344 4.4108 -0.5155
C -0.1060 3.6444 1.8785
O -0.6861 1.8979 -0.1155
H -3.1185 3.7194 1.9957
H -2.6458 2.0242 2.3011
H -3.5552 2.4324 0.8194
H -1.9607 5.2840 -0.0210
H -2.2179 4.0362 -1.2826
H -0.5778 4.6714 -0.9691
H -0.4975 4.5001 2.4291
H 0.8277 3.9297 1.3935
H 0.0891 2.8292 2.5769